No. 1
DFT (ωB97M-V/def2-TZVPD) results for C32H32BF4N6O2PSr as an isolated structure in a non-equilibrium geometry.

Element x y z (Å)
Sr -0.4629 0.3086 -0.2262
O 0.2760 2.3892 -0.6616
C 0.2110 3.6602 -0.4342
C 1.1653 4.5363 -0.9907
C 1.1529 5.8815 -0.6999
C 0.1851 6.4222 0.1526
C -0.7786 5.5786 0.6679
C -0.8026 4.2107 0.3809
C -1.9436 3.3848 0.8584
N -2.1636 2.0794 0.7255
C -3.4373 1.8615 1.2431
C -3.9706 3.0183 1.6874
N -3.0135 3.9758 1.4432
H 1.9053 4.0999 -1.6510
H 1.9056 6.5265 -1.1361
H 0.1742 7.4727 0.4005
H -1.5276 6.0106 1.3218
H -3.9030 0.8914 1.2174
H -4.9210 3.2479 2.1303
H -3.1094 4.9599 1.6103
F -1.7898 -0.6299 -1.8675
B -1.2060 -1.4357 -2.9416
F -1.0909 -0.6669 -4.0568
F -1.9672 -2.5628 -3.1066
F 0.0932 -1.7601 -2.4037
C -2.0983 -0.7948 3.4130
C -2.8671 -1.3417 2.2494
O -2.3975 -1.3161 1.1273
C -4.2337 -1.9229 2.4525
C -4.7945 -2.0176 3.7205
C -6.0642 -2.5589 3.8785
C -6.7635 -2.9982 2.7650
C -6.2042 -2.9011 1.4950
C -4.9383 -2.3648 1.3363
H -1.1403 -0.4064 3.0759
H -1.9144 -1.5773 4.1513
H -2.6764 -0.0100 3.9034
H -4.2457 -1.6751 4.5865
H -6.4998 -2.6350 4.8649
H -7.7531 -3.4177 2.8874
H -6.7580 -3.2439 0.6325
H -4.4786 -2.2788 0.3617
N -0.1059 -4.0112 -1.0323
C -0.3453 -4.5041 0.1861
N -0.9336 -5.7146 0.2756
N -0.0324 -3.9263 1.3443
C 0.3453 -2.6639 1.2126
N 0.6581 -1.5504 1.1944
H -0.5811 -4.3825 -1.8403
H 0.3032 -3.0964 -1.1800
H -1.0203 -6.3043 -0.5309
H -1.0283 -6.1179 1.1902
C 3.2665 1.6371 0.6033
P 2.6252 0.4411 -0.6256
C 3.7890 -0.9629 -0.4804
C 4.1063 -1.7368 -1.5964
C 4.9023 -2.8653 -1.4771
C 5.3955 -3.2468 -0.2360
C 5.0789 -2.4917 0.8829
C 4.2794 -1.3631 0.7606
C 3.1640 1.1683 -2.2211
C 2.2667 1.2052 -3.2816
C 2.6381 1.7419 -4.5084
C 3.9133 2.2576 -4.6828
C 4.8219 2.2251 -3.6298
C 4.4462 1.6795 -2.4136
H 2.9020 1.3704 1.5962
H 2.8806 2.6274 0.3612
H 4.3574 1.6702 0.6369
H 3.7331 -1.4574 -2.5745
H 5.1376 -3.4436 -2.3611
H 6.0209 -4.1249 -0.1454
H 5.4527 -2.7802 1.8566
H 4.0355 -0.7953 1.6498
H 1.2606 0.8140 -3.1743
H 1.9254 1.7568 -5.3214
H 4.2009 2.6821 -5.6353
H 5.8199 2.6204 -3.7617
H 5.1674 1.6421 -1.6049

The energy above the lowest of the compared OMol25 structures with the same formula, charge and spin comes out at 0.00 kJ/mol. The HOMO energy is -7.2 eV.

No. 2
DFT (ωB97M-V/def2-TZVPD) results for a 8-piece molecular cluster, C32H32Cl6N6 overall in a non-equilibrium geometry.

Element x y z (Å)
N 14.9498 12.6079 -5.5029
C 15.6369 13.5544 -6.1965
C 15.6852 14.9381 -5.8814
C 15.2347 15.3010 -4.5735
C 14.6159 14.2643 -3.8067
C 14.4225 13.0209 -4.3455
H 15.9847 13.2622 -7.1763
H 16.0932 15.7028 -6.5257
H 15.2171 16.3610 -4.3677
H 14.2935 14.4480 -2.7925
H 13.9177 12.2497 -3.7827
N 20.4587 13.0519 2.3193
C 19.8325 12.8052 1.1395
C 19.0039 13.7625 0.5793
C 18.8710 14.9473 1.1789
C 19.4053 15.2037 2.3934
C 20.2306 14.2176 2.9915
H 20.1383 11.8267 0.7998
H 18.5727 13.4912 -0.3730
H 18.4019 15.7643 0.6509
H 19.4250 16.1749 2.8652
H 20.8251 14.4077 3.8729
N 12.7194 7.0935 0.3832
C 11.7349 6.7439 -0.4144
C 10.8388 5.7081 -0.0900
C 11.0927 4.9981 1.1208
C 12.2165 5.2727 1.9038
C 12.9656 6.3519 1.5111
H 11.6253 7.2459 -1.3643
H 10.0526 5.4386 -0.7797
H 10.4500 4.1718 1.3867
H 12.3405 4.6759 2.7953
H 13.7123 6.6504 2.2320
N 15.8312 10.4009 -0.0887
C 16.8864 10.7168 -0.9306
C 16.8240 10.6512 -2.3578
C 15.6602 10.0962 -2.9554
C 14.7109 9.5885 -2.0671
C 14.7780 9.7338 -0.6686
H 17.7338 11.1055 -0.3854
H 17.6352 10.8907 -3.0294
H 15.4892 10.1447 -4.0207
H 13.7493 9.2270 -2.4005
H 13.9938 9.3612 -0.0263
N 14.9865 12.8327 4.5824
C 15.8477 12.8033 3.5734
C 15.4014 13.0232 2.2514
C 14.0194 13.2579 2.0057
C 13.1615 13.3439 3.1066
C 13.6876 13.0103 4.3015
H 16.8864 12.8034 3.8694
H 16.0594 12.9960 1.3954
H 13.6001 13.4022 1.0210
H 12.1321 13.6448 2.9796
H 13.0104 13.0125 5.1428
N 18.5613 4.8567 -2.0883
C 18.1427 5.7267 -1.1369
C 17.0723 6.5913 -1.3257
C 16.5619 6.6710 -2.6410
C 17.0067 5.7964 -3.6121
C 18.0424 4.9568 -3.2873
H 18.6237 5.7135 -0.1700
H 16.6786 7.1702 -0.5033
H 15.7562 7.3466 -2.8876
H 16.5627 5.7735 -4.5963
H 18.5131 4.2485 -3.9530
C 13.4521 9.9495 -7.1279
Cl 12.0670 9.6484 -8.2682
Cl 14.9900 9.2984 -7.7858
Cl 13.1805 9.2561 -5.5445
H 13.3705 11.0355 -7.0816
C 20.0271 8.2812 -4.9313
Cl 21.1266 7.3192 -3.9519
Cl 20.6399 8.4301 -6.6105
Cl 19.7658 9.9128 -4.3712
H 19.0041 7.9101 -4.9926

The energy above the lowest of the compared OMol25 structures with the same formula, charge and spin comes out at 18.35 kJ/mol. Its multiplicity is 2. The HOMO energy (spin up / spin down) is -0.2 / -4.9 eV. Its net charge is -1.

No. 3
DFT (ωB97M-V/def2-TZVPD) results for C32H32FN4O5RuS as an isolated structure in a non-equilibrium geometry.

Element x y z (Å)
Ru -1.2441 -0.7954 -0.1703
C -2.6015 6.2137 -2.9765
C -3.7929 5.4237 -2.4469
C -4.8492 6.2552 -1.7461
C -4.2686 6.9311 -0.5131
C -3.4813 5.9717 0.3273
C -3.1364 6.2854 1.6198
C -2.4743 5.3508 2.4082
F -2.1476 5.6639 3.6312
C -2.1582 4.0520 1.9581
C -2.4738 3.7131 0.6715
C -2.1588 2.3763 0.1573
O -1.7260 1.4628 0.8633
C -2.3943 2.1829 -1.2684
C -2.9447 3.1537 -2.0138
N -3.2897 4.3819 -1.4830
C -3.0911 4.6768 -0.1887
C -2.0813 0.7729 -1.6452
O -0.8416 0.4303 -1.7803
O -2.9497 -0.0929 -1.4443
H -2.9630 6.9969 -3.6422
H -1.9245 5.5783 -3.5474
H -2.0324 6.6815 -2.1724
H -4.2484 4.8605 -3.2602
H -5.6886 5.6164 -1.4636
H -5.2312 6.9927 -2.4501
H -5.0626 7.3520 0.1055
H -3.6226 7.7731 -0.7799
H -3.3956 7.2459 2.0480
H -1.6648 3.3514 2.6187
H -3.1397 3.0434 -3.0716
S 0.9348 -1.2093 0.5540
C 1.8739 -1.6970 -0.8483
N 2.9175 -2.4715 -0.6081
C 3.8720 -2.9164 -1.6398
C 3.1784 -2.9122 -2.9891
C 2.5113 -1.5687 -3.2120
N 1.6265 -1.2730 -2.0731
H 3.0841 -2.7306 0.3523
H 4.2001 -3.9169 -1.3672
H 4.7419 -2.2587 -1.6303
H 2.4330 -3.7089 -3.0279
H 3.9049 -3.1001 -3.7771
H 1.9071 -1.5588 -4.1159
H 3.2552 -0.7736 -3.2905
H 0.8474 -0.6463 -2.2071
C -5.8684 -3.5328 1.5369
O -4.4864 -3.8680 1.3471
C -3.9564 -3.6761 0.1234
C -4.5858 -3.0191 -0.9306
C -3.9273 -2.8644 -2.1421
C -2.6453 -3.3635 -2.3355
C -2.0235 -4.0413 -1.2987
C -2.6717 -4.1773 -0.0843
N -2.0391 -4.9352 0.9585
C -1.8511 -4.6683 2.2155
C -1.9197 -3.4518 2.9711
C -1.8928 -3.6312 4.3682
C -1.8877 -2.5607 5.2347
C -1.8630 -1.2714 4.7063
C -1.8589 -1.0633 3.3356
C -1.8963 -2.1398 2.4654
O -1.8945 -1.9583 1.1340
H -6.1120 -3.8418 2.5475
H -6.4936 -4.0746 0.8275
H -6.0177 -2.4577 1.4310
H -5.5867 -2.6335 -0.8094
H -4.4357 -2.3617 -2.9541
H -2.1549 -3.2632 -3.2935
H -1.0374 -4.4729 -1.4275
H -1.8122 -5.8879 0.6936
H -1.5448 -5.5379 2.7894
H -1.8882 -4.6396 4.7640
H -1.8837 -2.7208 6.3029
H -1.8359 -0.4199 5.3734
H -1.8290 -0.0637 2.9210

The energy above the lowest of the compared OMol25 structures with the same formula, charge and spin comes out at 51.63 kJ/mol. Its multiplicity is 5. The HOMO energy (spin up / spin down) is -15.6 / -15.6 eV. Its net charge is +3.

What did the second record say?
DFT (ωB97M-V/def2-TZVPD) results for a 8-piece molecular cluster, C32H32Cl6N6 overall in a non-equilibrium geometry.

Element x y z (Å)
N 14.9498 12.6079 -5.5029
C 15.6369 13.5544 -6.1965
C 15.6852 14.9381 -5.8814
C 15.2347 15.3010 -4.5735
C 14.6159 14.2643 -3.8067
C 14.4225 13.0209 -4.3455
H 15.9847 13.2622 -7.1763
H 16.0932 15.7028 -6.5257
H 15.2171 16.3610 -4.3677
H 14.2935 14.4480 -2.7925
H 13.9177 12.2497 -3.7827
N 20.4587 13.0519 2.3193
C 19.8325 12.8052 1.1395
C 19.0039 13.7625 0.5793
C 18.8710 14.9473 1.1789
C 19.4053 15.2037 2.3934
C 20.2306 14.2176 2.9915
H 20.1383 11.8267 0.7998
H 18.5727 13.4912 -0.3730
H 18.4019 15.7643 0.6509
H 19.4250 16.1749 2.8652
H 20.8251 14.4077 3.8729
N 12.7194 7.0935 0.3832
C 11.7349 6.7439 -0.4144
C 10.8388 5.7081 -0.0900
C 11.0927 4.9981 1.1208
C 12.2165 5.2727 1.9038
C 12.9656 6.3519 1.5111
H 11.6253 7.2459 -1.3643
H 10.0526 5.4386 -0.7797
H 10.4500 4.1718 1.3867
H 12.3405 4.6759 2.7953
H 13.7123 6.6504 2.2320
N 15.8312 10.4009 -0.0887
C 16.8864 10.7168 -0.9306
C 16.8240 10.6512 -2.3578
C 15.6602 10.0962 -2.9554
C 14.7109 9.5885 -2.0671
C 14.7780 9.7338 -0.6686
H 17.7338 11.1055 -0.3854
H 17.6352 10.8907 -3.0294
H 15.4892 10.1447 -4.0207
H 13.7493 9.2270 -2.4005
H 13.9938 9.3612 -0.0263
N 14.9865 12.8327 4.5824
C 15.8477 12.8033 3.5734
C 15.4014 13.0232 2.2514
C 14.0194 13.2579 2.0057
C 13.1615 13.3439 3.1066
C 13.6876 13.0103 4.3015
H 16.8864 12.8034 3.8694
H 16.0594 12.9960 1.3954
H 13.6001 13.4022 1.0210
H 12.1321 13.6448 2.9796
H 13.0104 13.0125 5.1428
N 18.5613 4.8567 -2.0883
C 18.1427 5.7267 -1.1369
C 17.0723 6.5913 -1.3257
C 16.5619 6.6710 -2.6410
C 17.0067 5.7964 -3.6121
C 18.0424 4.9568 -3.2873
H 18.6237 5.7135 -0.1700
H 16.6786 7.1702 -0.5033
H 15.7562 7.3466 -2.8876
H 16.5627 5.7735 -4.5963
H 18.5131 4.2485 -3.9530
C 13.4521 9.9495 -7.1279
Cl 12.0670 9.6484 -8.2682
Cl 14.9900 9.2984 -7.7858
Cl 13.1805 9.2561 -5.5445
H 13.3705 11.0355 -7.0816
C 20.0271 8.2812 -4.9313
Cl 21.1266 7.3192 -3.9519
Cl 20.6399 8.4301 -6.6105
Cl 19.7658 9.9128 -4.3712
H 19.0041 7.9101 -4.9926

The energy above the lowest of the compared OMol25 structures with the same formula, charge and spin comes out at 18.35 kJ/mol. Its multiplicity is 2. The HOMO energy (spin up / spin down) is -0.2 / -4.9 eV. Its net charge is -1.

Copy entry 3 word for word.
DFT (ωB97M-V/def2-TZVPD) results for C32H32FN4O5RuS as an isolated structure in a non-equilibrium geometry.

Element x y z (Å)
Ru -1.2441 -0.7954 -0.1703
C -2.6015 6.2137 -2.9765
C -3.7929 5.4237 -2.4469
C -4.8492 6.2552 -1.7461
C -4.2686 6.9311 -0.5131
C -3.4813 5.9717 0.3273
C -3.1364 6.2854 1.6198
C -2.4743 5.3508 2.4082
F -2.1476 5.6639 3.6312
C -2.1582 4.0520 1.9581
C -2.4738 3.7131 0.6715
C -2.1588 2.3763 0.1573
O -1.7260 1.4628 0.8633
C -2.3943 2.1829 -1.2684
C -2.9447 3.1537 -2.0138
N -3.2897 4.3819 -1.4830
C -3.0911 4.6768 -0.1887
C -2.0813 0.7729 -1.6452
O -0.8416 0.4303 -1.7803
O -2.9497 -0.0929 -1.4443
H -2.9630 6.9969 -3.6422
H -1.9245 5.5783 -3.5474
H -2.0324 6.6815 -2.1724
H -4.2484 4.8605 -3.2602
H -5.6886 5.6164 -1.4636
H -5.2312 6.9927 -2.4501
H -5.0626 7.3520 0.1055
H -3.6226 7.7731 -0.7799
H -3.3956 7.2459 2.0480
H -1.6648 3.3514 2.6187
H -3.1397 3.0434 -3.0716
S 0.9348 -1.2093 0.5540
C 1.8739 -1.6970 -0.8483
N 2.9175 -2.4715 -0.6081
C 3.8720 -2.9164 -1.6398
C 3.1784 -2.9122 -2.9891
C 2.5113 -1.5687 -3.2120
N 1.6265 -1.2730 -2.0731
H 3.0841 -2.7306 0.3523
H 4.2001 -3.9169 -1.3672
H 4.7419 -2.2587 -1.6303
H 2.4330 -3.7089 -3.0279
H 3.9049 -3.1001 -3.7771
H 1.9071 -1.5588 -4.1159
H 3.2552 -0.7736 -3.2905
H 0.8474 -0.6463 -2.2071
C -5.8684 -3.5328 1.5369
O -4.4864 -3.8680 1.3471
C -3.9564 -3.6761 0.1234
C -4.5858 -3.0191 -0.9306
C -3.9273 -2.8644 -2.1421
C -2.6453 -3.3635 -2.3355
C -2.0235 -4.0413 -1.2987
C -2.6717 -4.1773 -0.0843
N -2.0391 -4.9352 0.9585
C -1.8511 -4.6683 2.2155
C -1.9197 -3.4518 2.9711
C -1.8928 -3.6312 4.3682
C -1.8877 -2.5607 5.2347
C -1.8630 -1.2714 4.7063
C -1.8589 -1.0633 3.3356
C -1.8963 -2.1398 2.4654
O -1.8945 -1.9583 1.1340
H -6.1120 -3.8418 2.5475
H -6.4936 -4.0746 0.8275
H -6.0177 -2.4577 1.4310
H -5.5867 -2.6335 -0.8094
H -4.4357 -2.3617 -2.9541
H -2.1549 -3.2632 -3.2935
H -1.0374 -4.4729 -1.4275
H -1.8122 -5.8879 0.6936
H -1.5448 -5.5379 2.7894
H -1.8882 -4.6396 4.7640
H -1.8837 -2.7208 6.3029
H -1.8359 -0.4199 5.3734
H -1.8290 -0.0637 2.9210

The energy above the lowest of the compared OMol25 structures with the same formula, charge and spin comes out at 51.63 kJ/mol. Its multiplicity is 5. The HOMO energy (spin up / spin down) is -15.6 / -15.6 eV. Its net charge is +3.